(1)
ORCA calculation (ωB97M-V with the def2-TZVPD basis set) on a molecular structure, C25H39N3O4PPtS2.

As for the total energy: -73423.194 eV. The charge is -1. As for the spin multiplicity: 1.

Last column: Mulliken charge in e.
CARTESIAN COORDINATES (ANGSTROEM)
Pt: 0.51114 0.77928 2.00572  1.428
O: -2.02526 0.99284 -0.23445  -0.546
S: 0.25951 1.53426 -0.12450  -0.023
O: -1.16086 2.17448 -0.37499  -0.285
O: -0.19221 -1.47366 -0.11431  -0.085
O: 1.24094 2.53167 -0.53731  -0.645
C: -1.07376 -1.49059 4.75582  -1.250
C: -1.19620 -2.04156 3.33579  0.639
C: 0.03421 -2.88479 3.00659  -1.417
P: -1.34580 -0.64350 2.12057  -0.061
C: -3.00445 0.07231 2.57005  0.840
C: -2.85250 1.58023 2.78477  -1.687
C: -4.15571 -0.22612 1.61440  -1.524
C: -1.40475 -1.62445 0.56828  -0.834
C: -2.27945 -2.51846 0.11858  0.915
C: -2.16151 -3.24820 -1.14647  0.402
C: -2.82248 -4.60790 -1.21063  -1.694
C: -1.57232 -2.72291 -2.23523  -1.054
C: -0.93338 -1.42657 -2.34244  -0.651
C: -0.33064 -0.82433 -1.30970  -0.041
N: 0.36497 0.38207 -1.38513  1.090
C: 1.06191 0.69842 -2.58880  -1.483
C: 2.27058 0.04253 -2.82294  0.912
C: 2.81877 -0.92519 -1.81324  -1.404
C: 2.95040 0.29485 -4.00863  -1.203
C: 2.46373 1.19520 -4.94687  0.955
C: 3.20698 1.45778 -6.22981  -1.523
C: 1.26541 1.84436 -4.67673  -0.875
C: 0.54739 1.61177 -3.50885  1.564
C: -0.74252 2.33846 -3.25641  -1.560
H: -1.01676 -2.31263 5.47466  0.430
H: -1.91390 -0.85494 5.04169  0.327
H: -0.16430 -0.89231 4.84372  0.154
H: -2.10145 -2.65724 3.25294  0.377
H: 0.92701 -2.25288 3.01073  0.175
H: -0.04041 -3.35925 2.02760  0.218
H: 0.16944 -3.66668 3.75923  0.529
H: -3.23169 -0.38891 3.53735  0.647
H: -2.64338 2.06384 1.83078  0.192
H: -2.03122 1.80363 3.47014  0.306
H: -3.77779 1.98718 3.20446  0.565
H: -3.91009 0.11720 0.60997  0.185
H: -5.04900 0.30753 1.95346  0.515
H: -4.40583 -1.28730 1.58091  0.296
H: -3.15589 -2.72506 0.72148  0.129
H: -3.38882 -4.81343 -0.30178  0.367
H: -2.08156 -5.40354 -1.31391  0.309
H: -3.50951 -4.68330 -2.05642  0.359
H: -1.63370 -3.30140 -3.15530  0.360
H: -0.94746 -0.91243 -3.29472  0.480
H: 2.25971 -1.86494 -1.83767  0.240
H: 2.72468 -0.53402 -0.79859  0.088
H: 3.86763 -1.14209 -2.01506  0.537
H: 3.89207 -0.21323 -4.19130  0.339
H: 4.22366 1.06709 -6.18198  0.355
H: 3.26411 2.52679 -6.44114  0.363
H: 2.70748 0.98319 -7.07798  0.284
H: 0.87123 2.55613 -5.39596  0.419
H: -1.17092 2.67854 -4.19991  0.513
H: -0.57647 3.20495 -2.61426  0.273
H: -1.46198 1.70607 -2.73448  0.209
C: 0.81026 3.90657 2.74482  -0.830
N: 2.11203 3.35434 2.43241  -0.189
C: 2.25966 1.93410 2.47493  -0.245
S: 1.81884 1.05778 3.90973  -0.550
N: 3.43016 1.59173 1.70289  -0.211
C: 3.90787 0.22483 1.78763  -0.784
H: 0.85725 4.98931 2.61934  0.340
H: 0.55446 3.68672 3.78144  0.304
H: 0.00360 3.51308 2.10774  0.222
H: 2.42768 3.67901 1.52844  0.348
H: 3.23133 1.84425 0.74034  0.378
H: 4.30365 0.03784 2.78488  0.291
H: 4.71531 0.10071 1.06383  0.347
H: 3.13086 -0.52911 1.59979  0.139

=====

(2)
ORCA calculation (ωB97M-V with the def2-TZVPD basis set) on C8H11BrSi in the gas phase at a distorted geometry.

As for the total energy: -86391.629 eV. The structure (SMILES) is Cc1ccc(C[SiH2]Br)cc1. As for the spin multiplicity: 1.

Last column: Mulliken charge in e.
CARTESIAN COORDINATES (ANGSTROEM)
C: -1.76707 0.62045 -3.19444  -1.016
C: -0.85640 0.38800 -1.90462  0.650
C: -1.01174 -0.95837 -1.13809  -0.600
C: -0.11872 -1.17058 0.10340  -0.327
C: 0.94205 -0.10445 0.56436  0.524
C: 1.77830 -0.51549 1.89013  -0.832
Si: 0.50609 -0.32830 3.35247  0.558
Br: -0.11226 -2.43218 4.09584  -0.282
C: 1.10689 1.22939 -0.19609  -0.587
C: 0.17467 1.46719 -1.43887  -0.407
H: -2.65045 1.32651 -3.03827  0.249
H: -2.11762 -0.41609 -3.54861  0.287
H: -1.09448 1.04768 -4.02937  0.295
H: -1.74479 -1.76995 -1.45145  0.250
H: -0.23119 -2.14381 0.70978  0.193
H: 2.10215 -1.62228 1.82938  0.306
H: 2.70011 0.14162 2.02942  0.393
H: 1.00337 0.51928 4.43297  -0.158
H: -0.72701 0.29300 2.81657  -0.062
H: 1.88047 1.98728 0.15156  0.289
H: 0.23763 2.44112 -2.03607  0.277

=====

(3)
ORCA calculation (ωB97M-V with the def2-TZVPD basis set) on a molecular structure, C30H52BF6N4O9PS2 at a distorted geometry.

As for the total energy: -104280.347 eV. As for the spin multiplicity: 1.

Last column: Mulliken charge in e.
CARTESIAN COORDINATES (ANGSTROEM)
C: 2.37130 1.06563 3.61147  -0.609
C: 3.53095 0.80026 4.21813  -0.261
C: 4.85746 0.73197 3.57776  0.729
O: 5.81908 0.22920 4.10170  -0.605
O: 4.89722 1.34244 2.38454  -0.319
C: 6.15661 1.31001 1.70567  -0.905
C: 6.48115 -0.05920 1.13029  -0.419
C: 5.61430 -0.33603 -0.11841  -0.663
C: 5.37047 -1.82612 -0.36093  -0.690
C: 4.38367 -2.45402 0.62408  -1.134
C: 3.03999 -1.69949 0.69797  -0.135
N: 1.86592 -2.55737 0.70839  0.476
C: 1.05679 -2.79411 -0.27556  -1.508
N: -0.05922 -3.56622 -0.02923  -0.061
C: -1.35211 -2.84824 -0.34204  -0.647
P: -2.40116 -2.48327 1.14206  0.741
C: -3.34264 -4.02238 1.46860  -1.215
C: -1.28649 -2.19688 2.57137  -0.919
C: -1.10699 -1.59421 -1.22079  -0.416
C: -0.85094 -0.29278 -0.40809  1.021
C: -2.10893 0.56373 -0.10452  -2.147
C: -2.38376 1.77152 -1.00963  0.463
C: -3.03110 1.30694 -2.31889  -1.759
C: -1.15900 2.70732 -1.18341  -1.261
C: -0.63239 2.89451 -2.61314  0.485
C: -1.31948 4.02106 -3.34041  -0.848
C: -0.69611 4.90844 -4.12374  0.832
C: 0.70695 4.74313 -4.64115  -1.306
C: -1.39464 6.17370 -4.55794  -1.548
C: 0.02365 -1.91252 -2.22388  -0.995
B: 0.22493 -0.79715 -3.34420  0.066
C: 1.44376 0.19746 -3.29745  -0.807
O: -0.70107 -0.79231 -4.33598  -0.554
N: 1.29703 -2.21062 -1.51327  1.117
C: 2.25233 -2.99019 -2.30339  -0.008
C: 1.86147 -4.44949 -2.45808  0.089
O: 2.05912 -5.28123 -1.61104  -0.539
O: 1.28580 -4.71505 -3.63594  -0.438
H: 1.54568 1.45378 4.19554  0.347
H: 2.17082 0.87304 2.56450  0.084
H: 3.54885 0.65027 5.29044  0.402
H: 6.04954 2.02252 0.88727  0.431
H: 6.96415 1.67314 2.33931  0.425
H: 7.52841 -0.10458 0.84038  0.399
H: 6.23451 -0.81936 1.86921  0.301
H: 4.69068 0.23898 -0.02023  0.378
H: 6.12382 0.06661 -0.99649  0.361
H: 6.32871 -2.33688 -0.23264  0.331
H: 5.07796 -1.98072 -1.40244  0.417
H: 4.21436 -3.51364 0.42879  0.474
H: 4.84574 -2.38901 1.61016  0.590
H: 2.95157 -0.94916 -0.08419  0.294
H: 3.01035 -1.15330 1.64160  -0.032
H: 1.63586 -3.01580 1.58250  0.533
H: 0.00897 -4.47474 -0.47171  0.402
H: -1.96023 -3.54213 -0.92662  0.715
H: -3.35702 -4.62856 0.55923  0.372
H: -2.92434 -4.64389 2.26055  0.364
H: -4.37072 -3.75109 1.68775  0.222
H: -0.27878 -1.93559 2.25278  0.043
H: -1.26143 -3.06175 3.23606  0.469
H: -1.71576 -1.37450 3.14115  0.389
H: -2.01521 -1.44925 -1.80594  1.061
H: -0.04828 0.29782 -0.85213  -0.114
H: -0.46142 -0.59937 0.56766  -0.169
H: -2.01098 0.91968 0.92283  0.203
H: -2.97092 -0.09895 -0.09662  0.396
H: -3.14931 2.34922 -0.48917  0.663
H: -3.29279 2.13501 -2.97566  0.406
H: -2.44432 0.56256 -2.85751  0.318
H: -3.97794 0.82480 -2.06337  0.434
H: -0.33316 2.35783 -0.55957  0.469
H: -1.41360 3.69909 -0.80807  0.474
H: 0.41983 3.18139 -2.54344  0.395
H: -0.65230 1.96570 -3.18788  0.017
H: -2.39647 4.11547 -3.24597  0.146
H: 0.74966 4.02191 -5.45886  0.271
H: 1.08242 5.69195 -5.02715  0.410
H: 1.42122 4.42649 -3.87825  0.365
H: -0.95084 7.00594 -4.00949  0.328
H: -2.46254 6.10350 -4.36637  0.355
H: -1.22508 6.35768 -5.62127  0.390
H: -0.29821 -2.81522 -2.76827  0.239
H: 2.39415 -0.34089 -3.24624  0.346
H: 1.50390 0.85829 -4.16509  0.350
H: 1.40710 0.82873 -2.40855  0.131
H: -0.51018 -0.08685 -4.96568  0.431
H: 3.21473 -2.98195 -1.79101  -0.453
H: 2.41004 -2.55141 -3.28567  0.720
H: 0.82717 -5.56761 -3.56931  0.390
C: -6.41116 -1.11844 2.90946  0.549
F: -6.09101 -1.95518 1.91036  -0.238
F: -7.51647 -0.46313 2.56174  -0.223
F: -6.67888 -1.85206 3.99083  -0.237
S: -5.00795 0.03483 3.20341  1.249
O: -4.85641 0.74777 1.96398  -0.658
O: -3.90644 -0.81488 3.58150  -0.677
N: -5.65762 0.84163 4.38396  -0.445
S: -4.82323 2.01329 5.05847  1.078
O: -4.63040 3.17055 4.23211  -0.656
O: -3.70044 1.57727 5.84098  -0.660
C: -6.10336 2.50432 6.28625  0.611
F: -6.40052 1.49445 7.10712  -0.233
F: -7.22740 2.89693 5.68401  -0.233
F: -5.64098 3.51899 7.01806  -0.211